104
Properties=species:S:1:pos:R:3:forces:R:3 method="wB97M-V/def2-TZVPD" total_charge=-1 max_force_ev_per_a=1.73 relative_energy_kj_mol=28.0 energy_ev=-304236.12474 spin_multiplicity=6 mol_weight_da=980.75 orbital_gap_ev="4.00 / 4.51"
Mn -1.8755 -0.6168 0.0057 -0.8227 0.0465 -0.2061
O -4.0009 -1.9808 -4.3548 0.0162 -0.2550 -0.1080
C -4.3740 -1.1101 -3.3012 0.0536 0.0804 0.2155
C -4.6394 -1.8176 -1.9663 -0.2919 -0.0412 -0.0795
C -5.8003 -2.8029 -2.2078 0.1445 0.0472 -0.2189
O -6.2409 -3.4995 -1.0514 -0.0694 -0.0713 0.1727
C -5.0996 -0.7867 -0.9286 0.2093 0.3768 -0.1015
Se -3.9125 0.7857 -0.6266 -0.2440 -0.0327 0.1189
C -3.4391 -2.6490 -1.4670 0.3057 0.0202 -0.1604
Se -1.5969 -2.1051 -2.0270 -0.1249 -0.4595 -0.2349
H -3.1444 -2.3579 -4.0923 0.0528 0.1522 0.0117
H -5.2883 -0.5976 -3.6177 0.0061 -0.0267 -0.0313
H -3.6034 -0.3536 -3.1345 -0.0627 -0.0277 -0.0026
H -5.4815 -3.5088 -2.9840 -0.0851 0.0192 0.0044
H -6.6773 -2.2660 -2.5797 0.0202 0.0211 0.0394
H -5.4826 -3.9434 -0.6572 0.0528 0.0512 -0.0325
H -5.2164 -1.2607 0.0439 -0.1140 -0.0418 -0.0723
H -6.0592 -0.3592 -1.2244 -0.0624 -0.1434 -0.0096
H -3.5196 -3.6829 -1.8119 -0.1109 0.0072 0.0434
H -3.4231 -2.6602 -0.3748 -0.0940 -0.1772 -0.0214
C -1.4569 2.3713 -3.9327 -0.2473 -0.4999 -0.0924
C -1.1059 1.1438 -3.0611 -0.0477 -0.0669 0.0617
N 0.0523 1.4343 -2.2452 0.2479 0.0233 -0.0840
C 1.1419 1.9171 -3.0641 -0.1112 -0.0588 0.1017
C 0.7821 3.3184 -3.6258 0.4947 -0.2186 -0.0195
N -0.6791 3.5274 -3.3867 -0.0689 0.2396 -0.1738
C -0.9408 3.6498 -1.9154 -0.0043 -0.0521 0.5066
C -0.2990 2.4205 -1.2351 -0.1812 -0.1853 0.0038
H -2.5202 2.6039 -3.8668 0.0299 0.1235 0.0092
H -1.1782 2.2362 -4.9789 0.0536 0.1532 0.0109
H -0.9192 0.2580 -3.6657 -0.0862 0.0529 -0.0905
H -1.9277 0.9148 -2.3780 -0.0800 -0.0401 -0.2058
H 1.3243 1.2017 -3.8680 -0.0354 0.0425 -0.0289
H 2.0363 1.9742 -2.4497 0.1338 0.1016 -0.0019
H 0.9770 3.3983 -4.6955 -0.1255 0.0829 -0.0053
H 1.3299 4.1011 -3.0999 -0.1498 0.0824 -0.0106
H -0.9746 4.3775 -3.8572 -0.0059 0.0031 0.0302
H -2.0198 3.6529 -1.7559 -0.0244 0.0433 -0.2132
H -0.5194 4.5937 -1.5676 0.0203 0.0166 -0.1082
H -1.0020 1.9479 -0.5386 0.2424 0.2317 0.0042
H 0.5910 2.6777 -0.6681 0.0669 0.0583 0.0978
C -0.3414 -4.2704 1.7536 -0.0789 0.4371 -0.0792
S -0.4215 -2.4220 1.6444 0.7213 -1.3547 0.8012
C -0.1337 -2.1869 3.4203 -0.0078 0.1144 -0.2919
O -1.9148 -2.2425 1.4699 -0.6246 -0.0309 -0.2174
H 0.7101 -4.5529 1.8113 0.0230 -0.0397 0.0549
H -0.7659 -4.6267 0.8165 0.0241 -0.0074 -0.0310
H -0.9084 -4.6595 2.5987 -0.0314 0.0008 0.0173
H 0.8527 -2.5845 3.6555 0.0222 -0.0350 0.0559
H -0.9220 -2.7092 3.9612 -0.0186 -0.0605 -0.0317
H -0.1719 -1.1180 3.6097 0.0335 0.0433 -0.0886
C 4.1020 -0.3593 2.7180 -0.2693 -0.1395 -0.2468
C 3.8319 0.5147 3.9326 0.1854 -0.1297 0.0249
As 4.9788 0.2233 5.5311 -0.1739 0.0936 -0.1658
C 6.7587 0.2616 4.7169 0.1227 -0.0241 -0.0647
C 7.1932 -0.5755 3.6885 -0.0737 -0.0236 0.0578
C 8.4481 -0.4135 3.1236 0.0620 -0.0434 -0.0508
C 9.3016 0.5795 3.5827 -0.0363 0.0561 0.0822
C 8.8980 1.3985 4.6279 0.1337 -0.0139 -0.1242
C 7.6374 1.2393 5.1819 -0.2192 -0.0227 0.1166
C 4.6563 -1.6998 5.6986 0.0845 -0.0616 0.1808
C 3.3531 -2.1081 5.9850 0.0073 0.1748 -0.1087
C 3.0568 -3.4401 6.2203 -0.0380 -0.0478 -0.0198
C 4.0632 -4.3944 6.1701 0.0588 -0.0284 0.0077
C 5.3666 -4.0008 5.9071 -0.0519 -0.0573 0.0233
C 5.6614 -2.6620 5.6894 0.0686 0.1056 -0.0356
P 2.4861 -0.4035 1.6978 0.7609 0.0065 0.4869
C 2.8140 1.2683 0.9825 -0.1593 0.0320 -0.1490
C 3.6264 1.4685 -0.1311 0.0154 0.0572 0.0665
C 3.9145 2.7511 -0.5874 0.0016 0.0256 -0.0282
C 3.3840 3.8585 0.0578 0.0438 0.0229 -0.0158
C 2.5603 3.6700 1.1625 0.0017 0.0537 0.0521
C 2.2766 2.3913 1.6166 -0.0509 -0.0269 -0.0627
C 3.0380 -1.4624 0.2961 -0.1315 0.0110 -0.0846
C 4.2630 -2.1273 0.2333 0.0191 0.0255 0.0409
C 4.5651 -2.9627 -0.8347 0.0244 -0.1040 -0.0456
C 3.6478 -3.1603 -1.8564 0.0303 0.0169 0.0162
C 2.4238 -2.5055 -1.8053 0.0240 0.0289 -0.0388
C 2.1255 -1.6657 -0.7441 -0.0699 0.0488 -0.0809
H 4.2699 -1.3952 3.0324 0.0787 0.0081 -0.0112
H 4.9640 0.0021 2.1520 0.0455 -0.0803 0.0479
H 2.8065 0.3376 4.2779 0.0560 0.0631 0.1335
H 3.8899 1.5719 3.6647 0.0484 0.0010 0.1289
H 6.5487 -1.3658 3.3299 -0.0175 0.0160 -0.0462
H 8.7623 -1.0677 2.3195 -0.0125 0.0035 -0.0108
H 10.2753 0.7134 3.1289 0.0229 -0.0214 0.0228
H 9.5685 2.1589 5.0085 -0.0288 0.0325 -0.0019
H 7.3170 1.8827 5.9947 0.0480 0.0207 -0.0169
H 2.5590 -1.3694 6.0199 -0.0358 -0.0406 0.0105
H 2.0396 -3.7354 6.4454 -0.0145 0.0108 -0.0381
H 3.8350 -5.4385 6.3422 -0.0144 -0.0020 0.0002
H 6.1591 -4.7383 5.8725 0.0074 0.0051 0.0148
H 6.6881 -2.3660 5.5121 -0.0070 -0.0323 -0.0131
H 4.0441 0.6157 -0.6505 0.0270 -0.0370 -0.0058
H 4.5695 2.8827 -1.4424 -0.0141 -0.0082 -0.0078
H 3.6288 4.8588 -0.2825 -0.0369 -0.0060 -0.0025
H 2.1345 4.5258 1.6738 -0.0025 -0.0003 -0.0016
H 1.5947 2.2488 2.4444 -0.0329 -0.0258 0.0123
H 5.0064 -1.9986 1.0104 -0.0358 0.0308 0.0230
H 5.5244 -3.4672 -0.8667 0.0006 0.0070 0.0198
H 3.8893 -3.8216 -2.6801 -0.0245 0.0056 -0.0130
H 1.6826 -2.6449 -2.5832 -0.0045 -0.0515 -0.0028
H 1.1683 -1.1537 -0.7131 -0.0256 0.0238 0.0623
S -0.2042 0.2522 1.1190 0.6388 1.2954 0.5535